DFT (wB97M-V/def2-TZVPD) results for the molecule C4H6N2O.

Output
structure (SMILES) = C=CN(C=O)N=C
2S+1 = 1
relative energy (zero: lowest compared OMol25 entry of this formula, charge and spin) = 438.5 kJ/mol
HOMO-LUMO gap = 10.047 eV
calculated total energy = -340.62791 Ha

Cartesian coordinates (Å):
C 2.282 0.183 -0.154
C 1.256 -0.635 0.059
N -0.149 -0.338 -0.080
C -1.138 -1.270 0.013
O -2.299 -1.086 -0.064
N -0.489 1.088 0.222
C -1.688 1.499 -0.144
H 3.346 -0.255 0.036
H 2.385 1.271 -0.290
H 1.492 -1.738 0.139
H -0.533 -2.291 0.333
H -2.618 0.906 -0.558
H -1.848 2.666 0.487